[1]
Computed, not measured: a molecular structure, C14H30BeN3O17S3 at a distorted geometry, with the ωB97M-V functional and the def2-TZVPD basis.

Results
Spin multiplicity: 1
Kohn-Sham gap: 1.70 eV
E_LUMO: -0.362 Eh
Energy: -87168.0432 eV
Largest force on an atom: 5.64 eV/A
Total charge: +1

Geometry as XYZ:
```
68
Properties=species:S:1:pos:R:3:forces:R:3
C 1.923 1.053 1.613 -3.435 1.454 -1.562
H 2.177 2.077 9.074 -0.541 1.030 -0.798
S -5.630 -3.937 -3.780 1.024 2.378 -1.001
H 2.644 -1.390 -3.174 -0.394 -0.133 -0.127
O 2.404 0.325 2.470 1.273 -0.489 0.235
O 2.149 -1.866 10.060 -0.545 4.106 -0.142
O -5.191 -3.601 -5.180 -1.040 -1.287 4.343
H 2.751 2.098 -6.031 -0.326 0.026 0.422
N 2.538 -1.923 -4.025 -1.142 0.859 -0.280
H 4.304 2.409 -5.294 0.328 -0.023 -0.408
H 1.886 -7.383 -0.767 0.128 -0.136 0.107
O -7.021 -4.349 -3.556 3.855 0.562 0.053
H 4.160 -2.478 -6.334 0.125 -0.123 -0.039
H -4.550 8.501 1.592 0.664 -0.201 -0.339
C 0.456 1.624 1.702 2.261 -0.173 0.162
H -0.108 0.936 1.072 -0.340 0.165 0.289
O -4.429 -4.782 -2.956 -3.253 -1.699 -1.534
H -3.432 -1.668 -2.636 0.348 -0.436 -0.680
H 0.056 1.430 8.051 -0.216 0.205 0.313
H -6.728 8.515 0.122 1.297 0.976 -0.689
H 1.732 -1.773 -4.616 0.348 -0.027 -0.031
C 3.643 -2.609 -4.332 1.164 0.272 3.441
C 2.128 1.277 8.336 -1.192 1.722 -0.751
C -3.890 -2.603 -2.316 0.682 -1.086 0.355
H 0.078 -6.385 1.907 -0.453 0.919 0.330
H 0.844 -4.775 2.035 -0.302 -0.315 0.562
N 0.882 -5.774 1.890 -1.880 -0.105 0.365
C 0.795 0.652 8.241 -2.519 1.857 -1.875
C -5.990 7.712 0.144 0.932 -3.910 0.311
O 2.564 1.130 0.506 0.425 -0.451 1.278
S 1.996 -0.390 10.101 0.366 -2.467 0.769
H 2.397 4.591 -3.244 -0.105 0.192 -0.344
H 0.162 1.677 2.750 -0.201 -0.539 -0.029
O -5.189 7.295 -1.016 1.772 0.616 -0.578
N 2.741 3.825 -3.805 -0.308 0.072 3.726
H 0.329 -7.527 0.017 -0.033 0.183 0.167
Be 6.124 -2.074 0.965 -0.290 0.048 -0.103
O -2.660 6.583 -1.236 -2.003 0.022 1.151
H -2.774 -3.961 -3.744 0.141 0.329 -0.068
C 2.943 4.012 -5.074 -0.833 2.592 -4.584
O 4.464 -2.716 -3.424 0.796 0.016 0.250
H 3.261 3.168 -3.242 -0.057 -0.228 -0.551
H 3.724 3.205 -6.867 0.585 0.118 0.353
O 2.847 0.317 8.943 2.656 -3.689 0.781
H 0.624 -0.007 7.390 0.677 -0.600 0.099
H 0.378 2.653 1.351 0.212 -0.124 -0.423
H -3.842 -2.554 -1.229 -0.470 -0.211 0.144
C 1.398 -7.430 0.206 0.271 0.311 -0.508
H 1.718 -8.337 0.719 0.191 0.146 0.086
O 2.313 0.343 11.298 -1.016 -0.882 -1.010
H -6.673 6.862 0.128 -0.290 -0.205 0.821
O 2.607 5.056 -5.702 0.580 -2.020 1.855
O 2.821 -5.634 0.969 4.907 2.355 -1.476
H -5.650 7.342 2.196 0.555 -1.034 0.196
C -3.292 -4.021 -2.786 0.342 1.727 -0.659
C 1.786 -6.162 0.986 -2.778 -3.287 0.381
H 4.445 -4.131 -5.640 0.609 0.588 0.559
H 2.416 1.503 7.310 0.810 0.206 0.360
H -2.664 -4.618 -2.125 -0.097 0.626 0.466
S -3.945 6.210 -0.685 -1.931 0.531 0.332
C 3.857 -3.214 -5.589 -1.162 -1.632 -3.119
O -4.463 4.896 -1.042 0.858 1.985 1.220
H 2.884 -3.604 -5.888 -0.317 0.233 -0.546
O -5.236 -2.617 -2.744 -1.543 -0.908 -1.419
O -3.997 6.528 0.995 -0.890 0.170 -1.453
O 0.516 0.072 9.454 1.519 -1.481 2.260
C -5.002 7.542 1.342 -0.943 1.030 -0.954
C 3.493 2.876 -5.854 0.141 -0.727 -0.459
```
Forces are in eV/Å.

[2]
Computed, not measured: 2 unconnected molecules or ions with the total composition C9H23N3O6P at a distorted geometry, with the ωB97M-V functional and the def2-TZVPD basis.

Results
Spin multiplicity: 1
Kohn-Sham gap: 7.12 eV
E_LUMO: 0.098 Eh
Energy: -35754.5362 eV
Largest force on an atom: 1.82 eV/A
Total charge: -1

Geometry as XYZ:
```
42
Properties=species:S:1:pos:R:3:forces:R:3
C 2.183 3.678 1.291 0.169 -0.043 -0.101
H 1.090 -4.301 -1.724 0.037 -0.090 -0.071
H -0.362 5.660 1.721 0.014 0.004 -0.025
N -1.739 -1.496 -0.431 -0.092 -0.317 -1.147
N 1.568 -1.937 -0.349 0.118 0.171 -0.255
C 1.520 2.039 3.147 0.102 0.007 0.125
H 2.771 3.703 0.370 -0.038 -0.005 -0.023
C 1.200 -2.189 -1.758 -0.254 0.139 -0.069
H 0.888 5.160 2.880 0.009 -0.028 0.023
C -1.999 -2.739 -1.222 0.294 -0.435 0.439
O -2.024 1.044 -0.036 0.281 0.107 -0.169
H 3.037 1.774 1.678 0.039 0.055 -0.034
H -0.798 -1.526 -0.064 -0.058 0.142 0.373
O -3.543 -0.075 -1.696 0.382 0.177 -0.507
O -3.247 -4.498 -0.174 0.123 -0.442 0.275
H 2.024 2.721 3.837 -0.009 0.006 -0.006
H 2.105 -2.236 -2.366 0.060 -0.073 -0.080
H -0.530 -3.685 -0.009 0.038 -0.096 0.110
C -0.825 -3.700 -1.057 0.175 0.389 -0.334
H -0.454 4.058 2.457 0.031 0.005 0.074
H -1.088 -0.263 -2.972 0.059 -0.028 0.005
N 1.172 1.442 0.824 0.176 0.147 -0.272
H -2.136 -2.507 -2.287 0.013 0.098 -0.124
O 0.977 4.336 0.973 0.030 0.105 0.043
H 1.184 -1.052 -0.033 -0.069 0.012 0.106
H 1.699 1.020 3.487 -0.034 -0.027 -0.039
H 0.628 -1.350 -2.147 -0.038 0.146 0.003
P -2.104 -0.016 -1.049 -0.207 0.842 1.596
H 0.446 2.213 3.213 -0.013 0.018 -0.049
H 1.560 1.455 -0.115 0.024 -0.026 0.008
C 0.404 -3.477 -1.949 0.123 -0.352 0.535
O -4.350 -2.723 -0.988 -0.286 0.240 -0.257
C 2.033 2.211 1.721 -0.280 -0.042 0.091
H 2.567 -1.790 -0.298 0.062 -0.154 0.137
O -1.075 0.370 -2.245 -0.121 -0.225 -0.367
C 0.232 4.817 2.073 -0.088 -0.036 -0.096
H -1.195 -4.700 -1.258 -0.124 -0.089 0.093
H 0.280 1.925 0.724 -0.178 -0.280 0.081
H -3.610 -0.613 -2.493 -0.353 -0.402 0.285
C -3.337 -3.397 -0.731 -0.129 0.216 -0.274
H 2.741 4.250 2.047 -0.042 -0.032 0.058
H 0.110 -3.607 -2.993 0.052 0.197 -0.162
```
Forces are in eV/Å.

[3]
Computed, not measured: a molecular structure, C56H45N8O5SeSn at a distorted geometry, with the ωB97M-V functional and the def2-TZVPD basis.

Results
Spin multiplicity: 1
Kohn-Sham gap: 6.82 eV
E_LUMO: 0.042 Eh
Energy: -152141.6219 eV
Energy above the lowest of the compared OMol25 structures with the same formula, charge and spin: 2.236 eV
Largest force on an atom: 3.32 eV/A
Total charge: -1

Geometry as XYZ:
```
116
Properties=species:S:1:pos:R:3:forces:R:3
O -2.775 6.518 -2.442 1.135 -0.245 -0.224
C -1.208 1.907 -3.559 0.085 -1.807 0.679
H 1.563 -1.909 -7.454 -0.277 -0.195 0.649
H -3.671 -3.064 4.106 -0.057 0.346 -0.864
H 1.562 -1.311 5.762 -0.361 -0.144 1.049
C -1.046 -0.565 -2.901 1.372 2.229 0.022
N -4.771 -1.873 1.283 -1.042 -0.169 -0.550
H -5.641 -1.990 0.708 1.443 -0.059 1.081
C 1.636 -2.167 1.215 1.305 0.036 -0.565
H 3.967 -0.554 1.584 -0.279 -0.211 -0.740
H -1.263 3.891 -4.109 0.182 1.012 -0.019
C 2.966 3.612 -1.105 0.393 0.018 -0.177
C -3.241 3.102 -3.835 -0.769 1.135 -0.629
H -5.018 1.905 -3.647 0.333 0.059 -0.017
H 1.569 3.213 6.834 0.231 0.090 1.082
H 3.963 -3.304 -2.584 0.378 -0.376 0.060
N 1.905 1.553 -0.587 -0.502 -0.148 -0.209
C 4.767 -4.483 -0.918 0.893 -0.512 0.283
H 4.801 0.360 3.491 -0.423 -0.302 0.397
H 1.053 -5.412 -0.164 0.726 -0.510 0.803
H -3.726 4.074 -4.025 0.075 -0.672 0.094
C 1.042 -1.775 -6.493 -0.498 0.797 -0.063
O -5.793 -3.263 2.688 0.821 -0.058 0.789
C 1.072 2.746 6.031 -1.345 -1.806 -1.898
C -4.756 -2.657 2.430 -2.088 -0.362 -0.966
C 4.186 1.572 -1.238 -0.467 1.776 -0.540
C 1.719 -1.556 -5.301 0.470 -0.237 -1.391
H -3.180 3.084 4.488 -0.193 -0.229 -0.851
H 5.083 3.549 -1.508 -0.689 -0.473 -0.294
C -1.555 3.544 0.320 0.929 -0.352 -0.541
C 1.863 2.858 -0.783 -1.488 0.024 -0.362
C 2.125 -1.162 4.880 0.397 -0.041 -0.142
C 4.150 2.967 -1.378 0.969 0.020 0.878
H 0.829 -2.444 3.851 -0.269 -0.059 -0.151
C 3.259 -0.391 4.872 -0.046 -0.103 -0.316
H -0.399 -2.472 1.920 1.038 -1.300 -0.505
C -3.200 1.790 0.882 -0.630 -0.566 -0.802
C 1.678 -1.789 3.741 -0.966 -0.226 -0.064
C 3.045 0.939 -0.859 -0.642 -2.553 1.272
O -0.015 -0.220 -1.987 -0.809 -0.164 0.136
C 0.415 -3.102 1.408 -0.367 0.115 0.561
H 0.787 3.068 2.593 0.532 0.029 0.354
C -2.022 4.539 -0.529 1.369 0.586 -1.217
C -0.199 1.609 3.641 -0.218 -0.642 0.447
C 0.684 2.613 3.581 -0.128 0.207 -0.303
H 5.328 -5.250 1.046 -0.055 -0.197 -0.175
H 2.972 -0.163 -0.625 0.442 1.289 -0.545
C 0.182 4.537 -1.572 -0.501 0.525 -0.871
O 1.321 -1.131 0.329 0.652 -0.656 0.621
H -3.038 4.956 -0.466 0.592 -0.244 -0.111
H -0.148 1.873 -3.487 0.876 0.183 -0.190
H 1.641 -1.035 -3.229 -0.358 -0.141 -0.449
H 5.530 -5.095 -1.486 -1.034 0.910 0.670
H -0.962 -1.725 -7.331 0.326 0.142 -0.322
C -3.230 0.761 -3.291 -0.824 0.655 -0.573
H 0.830 4.977 -2.329 0.065 -0.380 0.120
H -3.837 -0.077 -3.119 -0.634 -1.209 0.290
H -0.827 -3.972 -3.635 -0.021 0.176 0.192
H 5.048 1.029 -1.452 1.360 -0.845 -0.220
H -3.937 -1.800 0.743 0.655 0.146 -0.280
C -1.610 6.075 -2.615 -1.070 -0.700 1.195
H 3.609 -4.159 2.238 -0.106 0.338 0.175
C -1.016 -1.199 -5.333 -0.513 0.403 1.355
C -4.057 1.624 3.114 0.577 0.545 0.065
C 2.222 -1.555 2.509 -0.044 -0.708 -1.096
H 2.325 -2.037 -1.291 1.362 -1.584 0.660
N -2.401 3.275 2.571 -0.527 0.443 1.209
C 3.027 -2.820 -0.800 -1.966 1.594 -0.279
N -0.896 -2.710 -0.540 -0.067 0.719 -0.813
N -0.306 3.012 0.198 -0.792 0.054 -0.288
Se -1.242 -0.304 6.883 -0.106 -0.780 0.042
H -2.509 -1.980 -3.418 0.646 0.265 1.817
C -3.240 2.701 3.445 0.425 -0.348 0.849
C 3.953 -3.536 -1.520 0.121 -0.045 -0.944
C 0.457 -4.673 -0.619 -1.003 0.572 -0.192
C -4.026 1.177 1.805 -1.482 -0.186 -0.524
C -1.868 0.695 -3.247 0.817 0.991 -0.171
N -3.610 -2.666 3.162 -0.260 -0.587 0.614
C 4.649 -4.624 0.479 0.118 0.102 -0.774
C -3.926 1.935 -3.634 -0.368 -0.345 0.710
C 3.888 -0.243 3.616 0.777 1.001 0.671
C 1.076 -1.243 -4.146 -1.042 0.686 1.547
C -1.101 5.048 -1.552 -2.229 -0.558 2.401
C -2.399 2.835 1.343 -0.082 0.301 -1.871
H -3.031 -1.866 3.053 0.618 0.534 0.116
H 2.054 3.932 4.628 0.075 0.095 -0.102
C 2.803 -3.028 0.553 0.181 0.516 -0.106
C -1.866 3.062 -3.842 0.468 -0.320 -0.171
C -0.339 -1.556 -6.460 -0.123 -0.957 -1.481
H 2.781 -1.511 -5.305 0.847 -0.335 0.009
C 0.107 -4.843 -1.940 0.479 -0.919 -0.241
H -0.676 1.172 2.757 0.132 0.314 0.403
O -0.782 6.188 -3.514 0.452 0.845 -1.265
C 0.502 3.469 -0.762 0.410 0.471 1.644
C -0.063 -3.562 0.055 0.160 0.372 -0.063
C -0.507 1.058 4.944 1.142 0.171 -0.752
H -4.715 1.142 3.817 -0.092 0.122 0.290
H 0.771 -3.996 1.952 -0.507 0.512 0.349
H 2.842 4.671 -1.097 0.192 0.553 -0.263
C -1.127 -2.782 -1.870 -0.322 -0.521 1.013
H 0.427 -5.757 -2.496 -0.210 0.959 0.486
H -2.108 -0.965 -5.350 1.020 -0.304 -0.138
C 1.343 3.130 4.768 -0.102 0.649 -0.392
H -2.675 -1.359 -1.706 -0.224 0.346 0.233
C 3.376 -0.775 2.449 0.018 0.169 1.039
C 3.686 -3.921 1.184 -0.776 0.007 0.269
H -4.825 0.463 1.513 1.107 0.334 0.066
C -0.620 -3.863 -2.570 -0.626 0.187 -1.373
C 0.127 1.600 6.134 1.452 1.627 0.832
C -0.311 -1.048 -4.136 0.202 0.211 -0.784
Sn -0.285 0.056 0.012 0.166 0.099 -0.124
H -3.259 1.493 -0.206 0.325 0.521 1.321
N -0.100 1.001 7.280 -0.548 0.051 -0.503
H 3.549 -0.002 5.854 0.458 0.276 -0.778
C -1.953 -1.644 -2.456 -0.704 -2.772 -1.045
N -1.209 -0.021 5.111 -0.919 -0.302 0.758
```
Forces are in eV/Å.

[4]
Computed, not measured: 3 unconnected molecules or ions with the total composition C2H8O2 at a distorted geometry, with the ωB97M-V functional and the def2-TZVPD basis.

Results
Spin multiplicity: 1
Structure (SMILES): [H][H].CC=O.O
Kohn-Sham gap: 11.16 eV
E_LUMO: 0.033 Eh
Energy: -6297.1611 eV
Energy above the lowest of the compared OMol25 structures with the same formula, charge and spin: 1.249 eV
Largest force on an atom: 3.33 eV/A

Geometry as XYZ:
```
12
Properties=species:S:1:pos:R:3:forces:R:3
H -0.368 0.390 -1.044 -0.113 -0.317 0.311
H -2.210 -0.928 1.139 -0.122 1.031 -1.676
O 0.200 -0.985 0.353 -2.365 1.746 -1.562
O 2.686 0.299 -0.877 0.844 -1.113 -2.490
H -2.573 0.601 0.140 -0.437 0.481 -0.018
C -0.677 -0.309 -0.229 2.076 -1.393 1.339
H 1.067 1.405 1.516 -1.183 -0.075 0.855
C -2.145 -0.379 0.121 0.879 -2.253 1.070
H -2.621 -1.028 -0.654 0.116 0.644 0.538
H 2.253 -0.011 -0.101 -0.740 -0.705 0.904
H 1.654 1.446 1.127 1.203 0.243 -0.743
H 2.735 -0.503 -1.492 -0.158 1.711 1.471
```
Forces are in eV/Å.

[5]
Computed, not measured: a molecular structure, C6H8IrN2O12, with the ωB97M-V functional and the def2-TZVPD basis.

Results
Spin multiplicity: 2
Kohn-Sham gap (alpha / beta): 7.83 / 8.78 eV
E_LUMO (alpha / beta): -0.009 / -0.037 Eh
Energy: -36736.7471 eV
Energy above the lowest of the compared OMol25 structures with the same formula, charge and spin: 0.363 eV
Largest force on an atom: 0.78 eV/A

Geometry as XYZ:
```
29
Properties=species:S:1:pos:R:3:forces:R:3
Ir 0.386 -0.210 -0.613 -0.231 -0.458 0.143
O 0.350 -2.106 0.080 -0.303 -0.043 0.031
H 2.289 -0.322 -2.365 -0.029 -0.008 0.003
C -2.056 0.670 1.100 0.098 -0.067 0.015
O -0.321 1.237 -4.983 -0.010 0.074 0.142
O -1.014 -1.886 -1.571 0.143 0.329 0.333
O 0.163 3.269 -2.954 -0.029 -0.095 -0.092
H -1.165 1.085 2.967 -0.012 0.005 -0.001
C 1.422 0.567 2.120 -0.220 -0.445 0.234
C -1.579 0.212 2.447 -0.029 -0.019 0.093
H 2.917 -0.141 -0.831 -0.035 0.018 -0.016
H -3.391 1.671 0.246 0.010 -0.005 -0.010
O -0.668 -0.830 2.302 -0.056 0.071 -0.044
O 0.414 1.706 -1.346 0.112 0.042 0.059
H 0.569 -0.279 3.868 -0.003 -0.015 0.004
O -1.519 0.417 0.035 -0.003 0.030 -0.132
H -2.457 -0.120 3.008 0.006 0.026 0.025
O 2.041 1.322 2.830 0.145 0.138 -0.120
H 1.196 -1.473 2.717 -0.063 -0.030 -0.032
N 2.225 -0.632 -1.399 -0.210 -0.074 0.066
N -0.578 -2.649 -0.682 0.679 -0.291 -0.262
O 0.111 -0.333 -3.344 0.138 0.265 -0.284
H 2.426 -1.629 -1.368 0.015 0.023 0.000
C 0.215 2.177 -2.496 0.017 0.200 0.225
O -3.164 1.376 1.143 -0.039 0.023 0.023
O 1.511 0.599 0.811 0.055 0.473 -0.225
C 0.622 -0.551 2.813 0.125 0.076 -0.032
C -0.079 0.653 -3.996 -0.032 -0.335 -0.246
O -0.866 -3.797 -0.539 -0.238 0.094 0.102
```
Forces are in eV/Å.

[6]
Computed, not measured: C7H9NP2 in the gas phase at a distorted geometry, with the ωB97M-V functional and the def2-TZVPD basis.

Results
Spin multiplicity: 3
Kohn-Sham gap (alpha / beta): 5.74 / 5.74 eV
E_LUMO (alpha / beta): 0.028 / -0.089 Eh
Energy: -27467.7668 eV
Largest force on an atom: 8.28 eV/A

Geometry as XYZ:
```
19
Properties=species:S:1:pos:R:3:forces:R:3
H 0.599 2.134 -0.009 0.318 0.368 -0.116
C -3.227 -0.606 0.203 -1.253 -2.074 0.674
H 0.552 -1.886 1.296 0.431 -0.185 -0.340
H -1.529 2.021 0.286 0.301 0.104 -0.046
C -1.944 -1.062 0.098 -1.712 -3.603 -0.363
P 1.124 -1.593 0.001 0.191 1.165 0.545
H 3.625 -1.413 0.178 -0.903 0.760 0.456
C 2.744 -0.824 0.569 0.806 -0.448 -0.794
C 0.323 0.079 -0.052 -4.774 -6.769 -0.159
C 1.082 1.172 -0.101 3.562 4.591 0.021
C -1.082 -0.007 0.018 5.325 1.394 -0.252
H -1.837 -2.122 0.073 1.020 -0.355 -0.219
H -4.083 -1.274 0.276 0.117 0.572 -0.009
H -3.823 1.552 0.465 -0.209 -0.631 0.039
H 3.443 0.646 -1.266 -0.863 0.693 1.125
N -1.844 1.085 0.134 -0.989 2.322 0.349
P 2.869 0.999 0.118 -0.034 -1.091 -1.514
H 2.773 -0.822 1.635 0.110 -0.309 0.879
C -3.128 0.723 0.342 -1.444 3.496 -0.277
```
Forces are in eV/Å.